# 1
DFT (ωB97M-V/def2-TZVPD) results for a 11-piece molecular cluster, C16H54O11 overall.

Structure (XYZ):
```
81
Properties=species:S:1:pos:R:3
C -0.082 -0.708 -2.901
C -0.720 -2.048 -2.599
O -0.215 -2.959 -3.541
H 1.073 -0.708 -2.683
H -0.427 0.181 -2.256
H -0.268 -0.428 -3.912
H -1.745 -2.049 -2.745
H -0.472 -2.320 -1.556
H -0.409 -3.888 -3.211
C 4.650 -2.895 0.265
C 4.652 -1.695 -0.677
O 3.377 -1.281 -0.927
H 4.245 -3.742 -0.153
H 4.133 -2.614 1.211
H 5.692 -3.164 0.520
H 5.152 -2.021 -1.567
H 5.248 -0.975 -0.134
H 3.435 -0.310 -0.845
C 1.823 -0.446 3.638
C 2.781 -1.061 2.691
O 3.040 -0.090 1.750
H 2.511 -0.112 4.435
H 1.043 -1.136 3.940
H 1.283 0.372 3.156
H 2.331 -1.786 2.095
H 3.677 -1.442 3.259
H 2.619 -0.308 0.966
C -3.255 1.043 -1.500
C -4.330 1.896 -1.983
O -5.203 2.062 -0.911
H -3.713 0.046 -1.341
H -2.601 1.399 -0.698
H -2.512 0.845 -2.238
H -4.936 1.389 -2.748
H -4.091 2.880 -2.406
H -6.087 2.375 -1.251
C -3.149 -2.876 -0.716
C -3.717 -2.827 0.612
O -2.701 -2.565 1.486
H -2.902 -1.857 -0.895
H -3.804 -3.121 -1.529
H -2.187 -3.360 -0.867
H -4.143 -3.799 0.662
H -4.606 -2.146 0.625
H -2.988 -2.681 2.394
C 1.069 -3.854 0.123
O 1.631 -4.943 0.853
H 1.862 -3.127 -0.052
H 0.258 -3.397 0.701
H 0.749 -4.074 -0.914
H 0.802 -5.416 1.158
C 0.451 4.475 1.785
O 0.304 3.181 2.382
H 0.839 4.318 0.787
H 1.130 5.123 2.310
H -0.426 5.101 1.549
H -0.104 2.536 1.737
C 3.334 2.612 -0.251
O 2.477 1.711 -0.862
H 4.380 2.336 -0.285
H 3.243 2.688 0.770
H 3.256 3.541 -0.804
H 2.461 1.832 -1.797
C -0.461 3.496 -2.018
O -0.070 4.169 -3.200
H 0.122 3.926 -1.180
H -0.277 2.462 -2.136
H -1.568 3.731 -1.852
H -0.523 3.641 -3.914
C -0.176 -0.267 0.575
O 0.327 1.025 0.695
H -1.243 -0.184 0.335
H -0.134 -0.762 1.569
H 0.441 -0.873 -0.101
H 1.028 1.149 0.090
C -2.605 2.427 2.477
O -2.989 2.163 3.900
H -1.758 1.761 2.263
H -2.267 3.436 2.232
H -3.500 2.115 1.885
H -3.565 2.873 4.271
```

LUMO = 0.3 eV
HOMO energy = -9.6 eV
Energy = -39983.0593 eV
SMILES = CCO.CCO.CCO.CCO.CCO.CO.CO.CO.CO.CO.CO
HOMO-LUMO gap = 9.9218 eV
ΔE to the lowest compared entry with this formula, charge and spin = 6.475 eV

These are the Mulliken partial charges, in e, on atoms 1 to 4:
1 C -0.702
2 C 0.573
3 O -0.642
4 H 0.079


# 2
DFT (ωB97M-V/def2-TZVPD) results for a 12-piece molecular cluster, C16H56O12 overall.

Structure (XYZ):
```
84
Properties=species:S:1:pos:R:3
C 39.282 -3.943 3.043
O 37.918 -4.187 2.745
H 39.557 -4.453 3.966
H 39.924 -4.443 2.318
H 39.585 -2.898 3.120
H 37.818 -4.568 1.869
C 43.603 -7.613 -1.787
O 43.549 -7.838 -0.429
H 44.305 -6.806 -1.993
H 43.835 -8.512 -2.359
H 42.598 -7.347 -2.115
H 44.376 -8.109 -0.024
C 42.724 -1.424 -6.740
O 41.528 -1.942 -7.304
H 42.966 -0.366 -6.839
H 42.820 -1.636 -5.675
H 43.557 -1.947 -7.210
H 40.861 -1.320 -7.004
C 37.012 -4.256 -2.549
O 36.003 -4.729 -1.848
H 38.005 -4.705 -2.557
H 36.908 -3.971 -3.596
H 37.272 -3.300 -2.096
H 35.861 -5.664 -2.010
C 41.802 1.228 5.911
C 41.360 0.400 7.074
O 40.053 0.534 7.439
H 41.800 2.318 5.900
H 41.115 1.106 5.074
H 42.758 0.840 5.559
H 42.022 0.510 7.932
H 41.616 -0.656 6.980
H 39.891 1.188 8.122
C 48.495 -5.649 1.388
C 48.795 -7.097 1.562
O 47.729 -7.925 1.216
H 49.123 -5.143 2.121
H 47.456 -5.454 1.652
H 48.652 -5.199 0.408
H 48.980 -7.272 2.622
H 49.649 -7.455 0.987
H 48.022 -8.835 1.309
C 51.488 0.080 -0.437
C 51.313 -0.720 -1.746
O 50.079 -0.440 -2.372
H 50.684 -0.032 0.290
H 51.480 1.105 -0.808
H 52.451 -0.126 0.030
H 51.461 -1.798 -1.673
H 52.117 -0.346 -2.380
H 50.352 -0.319 -3.284
C 45.281 6.020 0.381
C 45.718 4.912 1.343
O 46.784 4.242 0.685
H 44.692 6.754 0.932
H 44.767 5.638 -0.501
H 46.191 6.578 0.161
H 44.855 4.299 1.603
H 46.063 5.402 2.254
H 46.443 3.634 0.025
C 47.656 -5.059 -5.657
C 48.506 -5.725 -4.551
O 49.416 -6.508 -5.176
H 46.988 -4.305 -5.240
H 47.011 -5.803 -6.124
H 48.206 -4.532 -6.437
H 48.045 -6.392 -3.823
H 49.038 -4.986 -3.952
H 49.856 -7.035 -4.505
C 43.389 -1.265 0.142
C 44.538 -1.588 -0.725
O 45.811 -1.160 -0.063
H 43.441 -1.922 1.010
H 42.511 -1.515 -0.455
H 43.346 -0.222 0.455
H 44.487 -0.858 -1.533
H 44.603 -2.540 -1.251
H 46.486 -1.382 -0.708
O 44.577 -4.840 4.947
H 44.373 -5.505 5.604
H 45.123 -5.296 4.306
O 46.672 -0.942 4.392
H 45.959 -1.567 4.526
H 46.709 -0.819 3.444
```

LUMO = 0.0 eV
HOMO energy = -10.1 eV
Energy = -42063.6150 eV
SMILES = CCO.CCO.CCO.CCO.CCO.CCO.CO.CO.CO.CO.O.O
HOMO-LUMO gap = 10.0935 eV
ΔE to the lowest compared entry with this formula, charge and spin = 4.096 eV

These are the Mulliken partial charges, in e, on atoms 1 to 4:
1 C -0.469
2 O -0.502
3 H 0.231
4 H 0.217


# 3
DFT (ωB97M-V/def2-TZVPD) results for a 12-piece molecular cluster, C16H56O15 overall.

Structure (XYZ):
```
87
Properties=species:S:1:pos:R:3
C 1.317 -14.927 33.580
O 0.928 -14.253 32.403
C 1.720 -14.533 31.271
C 3.147 -13.943 31.388
O 4.111 -14.189 30.413
C 4.056 -13.466 29.223
H 2.355 -14.667 33.790
H 1.135 -15.989 33.418
H 0.774 -14.651 34.484
H 1.284 -14.131 30.357
H 1.712 -15.607 31.087
H 3.610 -14.293 32.311
H 3.159 -12.854 31.436
H 4.574 -14.071 28.479
H 4.411 -12.446 29.364
H 3.049 -13.397 28.811
C -0.045 -6.805 32.587
O -0.487 -6.357 33.882
C 0.653 -6.545 34.792
C 0.293 -5.954 36.191
O 0.329 -4.520 36.166
C -0.431 -3.848 37.193
H 0.116 -7.883 32.599
H 0.862 -6.339 32.202
H -0.905 -6.590 31.953
H 1.570 -6.073 34.438
H 0.816 -7.604 34.991
H 1.146 -6.255 36.799
H -0.587 -6.443 36.609
H -0.387 -4.187 38.228
H -1.503 -3.789 37.001
H -0.128 -2.802 37.153
C 7.786 -7.044 19.383
O 7.243 -5.874 19.980
C 7.965 -5.232 20.995
C 9.152 -4.422 20.594
O 8.721 -3.289 19.819
C 9.848 -2.361 19.620
H 7.884 -7.848 20.112
H 8.757 -6.907 18.907
H 7.163 -7.509 18.618
H 8.329 -5.910 21.767
H 7.281 -4.541 21.489
H 9.932 -5.017 20.119
H 9.688 -4.103 21.488
H 10.621 -2.951 19.127
H 10.227 -1.918 20.541
H 9.516 -1.574 18.943
O 2.932 -13.579 18.439
H 2.617 -14.448 18.190
H 2.580 -12.994 17.768
O -2.707 -6.393 24.522
H -2.780 -6.161 23.597
H -2.162 -7.180 24.530
O 1.696 -5.442 18.138
H 2.590 -5.418 18.479
H 1.798 -5.357 17.190
O 5.408 -6.692 27.914
H 5.628 -6.625 28.843
H 5.308 -5.784 27.625
O 6.741 -15.152 21.002
H 6.096 -14.448 20.942
H 7.571 -14.737 20.766
C 2.148 -2.788 25.707
O 3.516 -2.480 26.040
H 1.581 -1.920 26.044
H 2.001 -3.008 24.649
H 1.797 -3.629 26.305
H 3.730 -1.591 25.746
C -3.396 -13.680 20.980
O -4.582 -13.630 21.773
H -2.636 -12.987 21.342
H -3.030 -14.697 20.839
H -3.565 -13.374 19.947
H -4.277 -14.060 22.575
C 2.172 -9.078 23.274
O 1.791 -9.104 24.655
H 3.010 -9.741 23.058
H 1.337 -9.506 22.719
H 2.343 -8.079 22.872
H 2.522 -8.749 25.167
C -4.090 -12.697 27.873
O -4.053 -13.977 27.196
H -3.719 -12.708 28.898
H -3.564 -11.962 27.264
H -5.133 -12.386 27.932
H -4.304 -14.703 27.772
```

LUMO = 0.3 eV
HOMO energy = -9.4 eV
Energy = -48204.7294 eV
SMILES = COCCOC.COCCOC.COCCOC.CO.CO.CO.CO.O.O.O.O.O
HOMO-LUMO gap = 9.6993 eV

These are the Mulliken partial charges, in e, on atoms 1 to 4:
1 C -0.649
2 O -0.348
3 C -0.325
4 C -0.337